(1)
This record from the Open Molecules 2025 dataset describes C5H8N2 in the gas phase at a distorted geometry. The level of theory is wB97M-V/def2-TZVPD.

Properties
Energy relative to the best compared isomer or geometry (same formula, charge and spin) = 4.1526 eV
HOMO level = -7.496 eV
LUMO energy = 0.6 eV
Gap between HOMO and LUMO = 8.078 eV

Geometry as ORCA input:
```
! RIJCOSX wB97M-V def2-TZVPD def2/J DEFGRID3
* xyz 0 1
N -0.240 1.189 -0.143
N -2.257 1.091 -1.688
C 0.252 -0.250 0.194
C 1.586 -0.826 -0.250
C 0.063 0.799 1.211
C -1.575 0.520 -0.898
C -1.103 -0.870 -0.158
H -1.023 -1.805 -0.741
H 0.036 2.077 -0.576
H 1.515 -1.203 -1.277
H 1.960 -1.658 0.372
H 2.348 -0.041 -0.227
H -0.775 0.741 1.903
H 0.964 1.289 1.552
H -1.750 -1.053 0.725
*
```

Löwdin population analysis, charges in e, atoms 1 to 5: atom 1 (N): 0.03, atom 2 (N): 0.04, atom 3 (C): -0.37, atom 4 (C): -0.01, atom 5 (C): -0.08

(2)
This record from the Open Molecules 2025 dataset describes a molecular structure, C43H52IrOP2Te at a distorted geometry. The level of theory is wB97M-V/def2-TZVPD.

Properties
HOMO level (alpha / beta) = -13.360 / -13.438 eV
LUMO energy (alpha / beta) = -7.5 / -7.6 eV
Gap between HOMO and LUMO (alpha / beta) = 5.861 / 5.827 eV

Geometry as ORCA input:
```
! RIJCOSX wB97M-V def2-TZVPD def2/J DEFGRID3
* xyz 2 2
Ir -0.608 -0.219 -0.586
Te -2.998 -1.478 -0.373
P 1.010 0.084 -2.356
P -0.163 0.448 1.694
O -2.717 0.652 -2.398
C 1.672 0.241 1.955
C 5.552 0.521 -2.499
C -0.390 2.304 1.734
C -0.654 -1.561 -5.712
C -4.659 -4.414 -3.047
C -1.230 3.380 -3.042
C -4.473 -3.323 -2.226
C 1.039 4.039 -3.519
C 3.521 -0.252 3.602
C 0.813 -2.403 -3.513
C -3.199 -0.537 4.425
C -0.273 2.982 3.109
C -2.383 4.326 2.805
C 3.591 -0.673 -3.228
C -2.280 -1.385 5.309
C -3.575 -5.197 -3.420
C 3.663 -1.084 1.217
C -2.295 -4.871 -2.988
C 3.425 1.040 -1.532
C -2.070 4.130 1.318
C -0.267 -0.634 -4.760
C 2.145 -1.108 1.411
C -0.289 -2.892 -5.581
C -3.190 -3.005 -1.784
C -1.637 3.323 3.690
C 4.956 -0.448 -3.293
C -0.315 4.345 -3.395
C 0.450 -3.314 -4.485
C -0.775 2.080 -2.739
C -2.096 -3.775 -2.173
C -1.547 -2.420 4.460
C 1.495 2.752 -3.281
C 4.788 1.256 -1.603
C 0.484 -1.053 -3.666
C 0.609 1.777 -2.845
C -1.705 2.681 1.032
C 2.819 0.094 -2.363
C -1.068 -0.301 3.151
C -1.636 1.122 -2.158
C 2.194 0.483 3.376
C -0.610 -1.739 3.438
C -2.592 -0.341 3.030
C 4.358 -0.282 2.329
H 6.612 0.709 -2.582
H -1.240 -1.239 -6.560
H -1.588 2.525 -0.045
H -1.236 4.764 1.015
H 1.642 -1.313 0.447
H 5.557 -1.022 -3.980
H -2.118 5.344 3.092
H -5.652 -4.665 -3.380
H -1.456 -5.487 -3.273
H 2.095 1.006 1.289
H -3.453 4.219 2.977
H -0.534 0.408 -4.867
H 0.283 3.912 2.984
H 0.735 -4.351 -4.389
H 0.408 -1.744 3.827
H -3.010 0.553 2.566
H -0.618 -2.314 2.505
H 4.034 -2.109 1.203
H 5.327 -0.730 2.541
H -2.870 -1.874 6.082
H 1.734 4.814 -3.800
H 3.902 -0.639 0.249
H -2.289 -3.032 3.943
H -1.104 -3.522 -1.819
H -2.224 2.412 3.805
H 3.133 -1.412 -3.868
H -2.935 4.411 0.718
H 5.253 1.996 -0.968
H -5.314 -2.718 -1.923
H 2.350 1.552 3.515
H -4.171 -1.024 4.331
H -1.511 3.743 4.687
H -3.732 -6.066 -4.040
H -0.814 0.347 3.999
H 1.479 0.150 4.126
H -0.657 5.348 -3.595
H -3.374 0.431 4.898
H -1.551 -0.756 5.824
H 2.803 1.624 -0.864
H 4.541 0.742 2.000
H -0.589 -3.605 -6.331
H 1.872 -1.906 2.097
H 1.357 -2.732 -2.635
H 0.435 2.657 1.097
H -2.528 2.049 1.371
H 3.331 -1.272 3.935
H -0.965 -3.085 5.100
H 2.541 2.524 -3.423
H 4.069 0.258 4.394
H 0.296 2.365 3.804
H -2.865 -1.197 2.399
H -2.285 3.603 -2.996
*
```

Löwdin population analysis, charges in e, atoms 1 to 5: atom 1 (Ir): 0.48, atom 2 (Te): 1.29, atom 3 (P): 0.99, atom 4 (P): 1.03, atom 5 (O): 0.02

(3)
This record from the Open Molecules 2025 dataset describes C3H7NO3 in the gas phase at a distorted geometry. The level of theory is wB97M-V/def2-TZVPD.

Properties
Energy relative to the best compared isomer or geometry (same formula, charge and spin) = 6.0414 eV
HOMO level = -9.454 eV
LUMO energy = -0.3 eV
Structure (SMILES) = CO[C@@](C)(O)N=O
Gap between HOMO and LUMO = 9.171 eV

Geometry as ORCA input:
```
! RIJCOSX wB97M-V def2-TZVPD def2/J DEFGRID3
* xyz 0 1
O -0.708 0.280 -1.618
O -0.010 -1.244 0.069
O -2.931 -0.008 0.033
N -1.982 -0.210 0.674
C 0.042 1.256 0.715
C 1.440 -1.127 -0.068
C -0.659 -0.049 0.057
H -0.567 2.152 0.593
H 1.904 -0.972 0.817
H 0.058 1.087 1.801
H 1.829 -2.086 -0.573
H -1.252 -0.375 -1.939
H 1.061 1.639 0.138
H 1.776 -0.342 -0.699
*
```

Löwdin population analysis, charges in e, atoms 1 to 5: atom 1 (O): -0.06, atom 2 (O): -0.09, atom 3 (O): 0.09, atom 4 (N): 0.02, atom 5 (C): 0.00